*w*
The following is a DFT calculation (ωB97M-V/def2-TZVPD) of an isolated molecule of C18H19N3O3S.

```
! RIJCOSX wB97M-V def2-TZVPD def2/J DEFGRID3
* xyz 0 1
C 2.5031 -5.0166 -5.2190
O 2.4422 -4.1866 -4.0687
C 1.3290 -3.4540 -3.9363
O 0.4214 -3.4803 -4.7301
C 1.3409 -2.6136 -2.7091
C 2.4291 -2.6201 -1.8254
C 2.4037 -1.8300 -0.7009
C 1.2953 -1.0212 -0.4375
C 1.2590 -0.1811 0.7532
O 2.1539 -0.1243 1.5698
N 0.0876 0.5890 0.9131
C 0.0452 1.4325 2.1117
C -0.0034 2.9252 1.7904
C 0.1548 3.7139 3.0879
C -0.9414 3.3334 4.0785
C -0.9048 1.8364 4.3711
C -1.0685 1.0380 3.0802
C -0.9014 0.5078 -0.0193
S -2.3661 1.4672 0.1708
C -3.2530 0.9223 -1.3416
C -4.5426 1.5480 -1.3854
N -5.5708 2.0448 -1.4214
N -0.8827 -0.2280 -1.0750
C 0.2050 -1.0132 -1.3210
C 0.2369 -1.8179 -2.4622
H 3.4530 -5.5420 -5.1650
H 1.6713 -5.7241 -5.2204
H 2.4490 -4.4115 -6.1263
H 3.2786 -3.2482 -2.0387
H 3.2259 -1.8131 -0.0017
H 1.0035 1.2288 2.6048
H -0.9556 3.1895 1.3285
H 0.7998 3.1767 1.0942
H 0.1087 4.7826 2.8726
H 1.1323 3.5007 3.5258
H -0.8126 3.8943 5.0056
H -1.9148 3.5959 3.6588
H -1.7032 1.5724 5.0664
H 0.0478 1.5793 4.8392
H -2.0476 1.2546 2.6511
H -1.0115 -0.0329 3.2878
H -3.3485 -0.1637 -1.3014
H -2.6529 1.2079 -2.2069
H -0.5955 -1.8193 -3.1480
*
```

The value obtained for the orbital gap is 8.51 eV. The calculation puts the HOMO energy at -8.8 eV. As for the SMILES: COC(=O)c1ccc2c(=O)n(C3CCCCC3)c(SCC#N)nc2c1.

***

*x*
The following is a DFT calculation (ωB97M-V/def2-TZVPD) of an isolated molecule of C18H19N3O3S.

```
! RIJCOSX wB97M-V def2-TZVPD def2/J DEFGRID3
* xyz 0 1
C -3.0264 -2.4611 0.0776
C -3.9890 -1.3455 -0.3058
N -3.2661 -0.1266 -0.6243
C -3.9141 0.7980 -1.5353
C -5.2311 1.3611 -1.0097
S -2.5262 0.5822 0.7022
O -2.3214 1.9753 0.4258
O -3.1862 0.2234 1.9265
C -0.9010 -0.1831 0.6798
C -0.3508 -0.6737 1.8492
C 0.9262 -1.2002 1.8232
C 1.6573 -1.2173 0.6324
C 3.0414 -1.7253 0.7138
O 3.4059 -2.5225 1.5417
C 4.0789 -1.0978 -0.2417
C 3.8385 -1.4520 -1.6168
N 3.7062 -1.7538 -2.7115
C 4.0915 0.4048 -0.0421
C 5.1288 1.0109 0.6574
C 5.0754 2.3823 0.8475
C 3.9991 3.0922 0.3384
C 3.0195 2.3908 -0.3474
N 3.0674 1.0850 -0.5306
C 1.0815 -0.7315 -0.5421
C -0.2025 -0.2167 -0.5112
H -2.5584 -2.2417 1.0325
H -2.2521 -2.5724 -0.6777
H -3.5712 -3.3980 0.1655
H -4.5541 -1.6336 -1.1955
H -4.6880 -1.1726 0.5210
H -4.0650 0.2779 -2.4866
H -3.2075 1.6150 -1.6856
H -5.6241 2.0954 -1.7081
H -5.0560 1.8440 -0.0513
H -5.9700 0.5739 -0.8788
H -0.9327 -0.6349 2.7569
H 1.3845 -1.5898 2.7201
H 5.0540 -1.5179 0.0367
H 5.9523 0.4296 1.0433
H 5.8630 2.8868 1.3875
H 3.9218 4.1594 0.4703
H 2.1545 2.8848 -0.7679
H 1.6161 -0.7719 -1.4757
H -0.6702 0.1667 -1.4034
*
```

The value obtained for the orbital gap is 9.14 eV. The calculation puts the HOMO energy at -9.5 eV. As for the SMILES: CCN(CC)S(=O)(=O)c1ccc(C(=O)[C@@H](C#N)c2ccccn2)cc1.

***

Energy relative to the most stable one, in hartree: *w* 0.0000; *x* 0.0840

***

*w*
The following is a DFT calculation (ωB97M-V/def2-TZVPD) of a structure of composition C32H48ClN2O6PSn.

```
! RIJCOSX wB97M-V def2-TZVPD def2/J DEFGRID3
* xyz 0 1
Sn -0.7208 -0.2986 1.0691
Cl -1.5945 -2.2089 -0.1596
P -0.2663 1.0442 -2.1083
C -0.9640 1.3031 -0.4218
H -0.5608 2.2124 0.0399
H -2.0546 1.3944 -0.5202
C 1.2243 0.0299 -2.6902
C 0.1424 2.7928 -2.5918
C 2.6068 0.5747 -2.3289
H 1.0717 -0.9378 -2.1713
C 3.7012 -0.4201 -2.7266
H 2.7893 1.5242 -2.8535
H 2.6803 0.7925 -1.2598
C 3.6703 -0.7833 -4.2150
H 4.6775 -0.0018 -2.4680
H 3.5866 -1.3265 -2.1214
C 2.2638 -1.1572 -4.6941
H 4.0051 0.0888 -4.7934
H 4.3645 -1.6084 -4.4221
C 1.2144 -0.1578 -4.2188
H 2.2345 -1.1989 -5.7898
H 1.9886 -2.1573 -4.3334
H 1.4214 0.8019 -4.7030
H 0.2409 -0.4659 -4.6049
C -1.6911 0.2368 -3.0541
C 0.6599 2.9863 -4.0180
H -0.8641 3.2490 -2.5088
C 0.6852 4.4692 -4.4015
H 1.6857 2.5979 -4.0853
H 0.0425 2.4381 -4.7418
C 1.4556 5.3163 -3.3869
H 1.1448 4.5537 -5.3938
H -0.3485 4.8341 -4.4773
C 1.0443 5.0431 -1.9447
H 2.5254 5.1126 -3.5016
H 1.3079 6.3732 -3.6185
C 1.1104 3.5429 -1.6413
H 1.6930 5.5833 -1.2471
H 0.0169 5.3930 -1.7788
H 2.1390 3.1885 -1.8197
H 0.9197 3.3712 -0.5779
C -1.5620 -1.2850 -3.2868
H -2.5162 0.3845 -2.3409
C -2.8953 -1.9101 -3.6833
H -0.8754 -1.4959 -4.1139
H -1.1590 -1.7797 -2.3944
C -3.4256 -1.2463 -4.9508
H -2.7382 -2.9846 -3.8388
H -3.6096 -1.8095 -2.8581
C -3.4138 0.2855 -4.8988
H -2.8199 -1.5764 -5.8015
H -4.4440 -1.5941 -5.1350
C -2.0979 0.8937 -4.3783
H -3.6228 0.7017 -5.8918
H -4.2230 0.6159 -4.2347
H -1.3092 0.7293 -5.1310
H -2.2155 1.9822 -4.2571
C 0.2945 -3.4259 2.4173
C -0.1982 -2.3670 2.9658
H 1.3485 -3.4475 2.1338
C -1.5533 -2.3050 3.6376
H 0.4235 -1.4677 3.1327
C -2.2482 -3.6882 3.6781
H -1.4075 -1.9608 4.6676
H -2.2198 -1.5516 3.1789
C -2.0026 -4.4906 2.3998
H -1.8690 -4.2635 4.5380
H -3.3208 -3.5468 3.8358
C -0.4953 -4.6541 2.0969
H -2.4644 -5.4802 2.4929
H -2.4863 -3.9898 1.5527
H -0.1230 -5.5175 2.6722
H -0.3486 -4.9126 1.0409
O 2.1786 1.6980 0.6263
C 2.0678 0.6105 1.1994
O 1.4039 -0.4433 0.7245
C 2.6563 0.4315 2.5698
C 3.1141 -0.8112 3.0208
C 3.4588 -0.9757 4.3778
C 3.4002 0.0861 5.2730
C 2.9491 1.3259 4.8165
C 2.5993 1.5129 3.4616
N 2.7683 2.4250 5.7247
O 3.0654 2.2691 6.9295
O 2.3120 3.4896 5.2641
N 3.7397 -2.3024 4.8675
O 3.6511 -3.2656 4.0796
O 4.0543 -2.4148 6.0697
H 3.1774 -1.6471 2.3324
H 3.6464 -0.0672 6.3170
H 2.2821 2.4943 3.0976
*
```

The value obtained for the orbital gap is 6.24 eV. The calculation puts the HOMO energy at -7.5 eV.

***

*x*
The following is a DFT calculation (ωB97M-V/def2-TZVPD) of a structure of composition C32H48ClN2O6PSn.

```
! RIJCOSX wB97M-V def2-TZVPD def2/J DEFGRID3
* xyz 0 1
Sn 0.7925 0.2291 1.0068
P -0.4760 0.6833 -1.4405
Cl 2.4762 1.8579 0.8877
C -0.3337 0.9728 2.6247
H 0.2420 1.3221 3.5454
H -1.1357 1.6494 2.2430
C 0.8516 -0.3714 -2.2843
C -0.3957 2.4356 -2.1189
C 2.2447 0.1964 -2.0321
H 0.7550 -1.3209 -1.7259
C 3.3141 -0.8457 -2.3928
H 2.4083 1.1155 -2.6181
H 2.3807 0.4937 -0.9790
C 3.1802 -1.2653 -3.8555
H 4.3094 -0.4315 -2.2015
H 3.1909 -1.7157 -1.7290
C 1.7457 -1.6936 -4.2277
H 3.4661 -0.4169 -4.4954
H 3.8736 -2.0791 -4.0766
C 0.6830 -0.6853 -3.7789
H 1.6707 -1.8339 -5.3113
H 1.5293 -2.6651 -3.7601
H 0.8003 0.2384 -4.3649
H -0.3158 -1.0772 -3.9990
C -2.1347 0.0503 -2.1099
C 0.1630 2.5519 -3.5431
H -1.4605 2.7241 -2.1475
C 0.0151 3.9936 -4.0557
H 1.2257 2.2643 -3.5580
H -0.3599 1.8802 -4.2394
C 0.6803 5.0209 -3.1304
H 0.4295 4.0580 -5.0690
H -1.0600 4.2196 -4.1266
C 0.2396 4.8673 -1.6726
H 1.7745 4.8990 -3.1962
H 0.4513 6.0230 -3.4883
C 0.3109 3.4150 -1.1684
H 0.8452 5.5036 -1.0270
H -0.7993 5.2169 -1.5760
H 1.3610 3.1221 -1.0498
H -0.1338 3.3612 -0.1586
C -2.2615 -1.4807 -2.0084
H -2.8171 0.4973 -1.3587
C -3.6311 -1.9984 -2.4795
H -1.4691 -1.9674 -2.5937
H -2.1266 -1.7890 -0.9688
C -4.0589 -1.4577 -3.8458
H -3.6014 -3.0952 -2.5019
H -4.3801 -1.7151 -1.7281
C -3.9384 0.0633 -3.9193
H -3.4531 -1.9183 -4.6327
H -5.0967 -1.7464 -4.0394
C -2.5509 0.5851 -3.4927
H -4.1502 0.4147 -4.9379
H -4.6863 0.5216 -3.2581
H -1.8120 0.2931 -4.2544
H -2.5862 1.6867 -3.4941
C -0.7549 -1.4791 1.3277
C -0.6519 -0.6192 2.5447
H -0.8513 -1.5006 0.2260
C -2.1420 -0.8070 3.1079
H 0.0253 -1.1781 3.2489
C -2.2610 -2.3500 3.7267
H -2.1842 0.0237 3.8866
H -2.8271 -0.6775 2.2229
C -1.9403 -3.2796 2.5713
H -1.5768 -2.4764 4.5952
H -3.2775 -2.4146 4.1694
C -0.5727 -2.8257 1.8593
H -1.8259 -4.3165 2.8979
H -2.7859 -3.2077 1.8503
H 0.2437 -2.8060 2.5249
H -0.3962 -3.5420 1.0931
O 3.8736 -2.1311 2.7238
C 2.8861 -1.4341 2.8684
O 2.1078 -1.0812 1.8757
C 2.5120 -0.9569 4.2635
C 2.2745 0.3827 4.5883
C 1.9163 0.7102 5.9128
C 1.8016 -0.2453 6.9141
C 2.0406 -1.5745 6.5600
C 2.4477 -1.9257 5.2603
N 1.7304 -2.6142 7.5028
O 1.3674 -2.2814 8.6606
O 1.8112 -3.8029 7.1627
N 1.5111 2.0644 6.2212
O 1.2610 2.8456 5.2894
O 1.4123 2.4150 7.4264
H 2.3993 1.1662 3.8537
H 1.5394 0.0282 7.9364
H 2.7006 -2.9659 5.0410
*
```

The value obtained for the orbital gap (spin up / spin down) is 6.18 / 6.19 eV. The calculation puts the HOMO energy (spin up / spin down) at -7.4 / -7.5 eV.

***

Energy relative to the most stable one, in hartree: *w* 0.0000; *x* 0.1536

***

*w*
The following is a DFT calculation (ωB97M-V/def2-TZVPD) of an isolated molecule of C3H4N2O2S2.

```
! RIJCOSX wB97M-V def2-TZVPD def2/J DEFGRID3
* xyz 0 1
C 0.8260 0.3022 0.4379
C -2.0975 -0.2570 -0.7566
C -0.5385 0.3834 1.0602
N 1.8768 0.7959 0.8578
N -1.5742 0.6653 0.0031
O 2.3656 -0.2879 -1.4313
O 0.6678 -2.0767 -0.9896
S -2.4446 -1.7553 -0.8851
S 0.9422 -0.6584 -1.3199
H -0.6167 -0.5804 1.4910
H -0.5386 1.2458 1.8374
H 2.6474 0.5956 0.0716
H -1.5157 1.6274 -0.3765
*
```

The value obtained for the orbital gap (spin up / spin down) is 9.55 / 4.31 eV. The calculation puts the HOMO energy (spin up / spin down) at -9.8 / -7.4 eV.

***

*x*
The following is a DFT calculation (ωB97M-V/def2-TZVPD) of an isolated molecule of C3H4N2O2S2.

```
! RIJCOSX wB97M-V def2-TZVPD def2/J DEFGRID3
* xyz 0 1
O 2.0937 1.4785 0.2970
C 0.9769 1.1005 0.1885
N -0.0882 1.9229 -0.1053
C -1.2915 1.3680 -0.0431
O -2.3124 1.9041 -0.3340
N -1.1202 0.0331 0.2946
S -2.3453 -1.0657 0.1037
C 0.2778 -0.2597 0.5076
S 0.8147 -1.7679 -0.3161
H 0.2729 2.9049 -0.4199
H -2.3081 -1.2571 -1.2371
H 0.5643 -0.4448 1.6145
H 1.7926 -1.1850 -0.7695
*
```

The value obtained for the orbital gap is 10.15 eV. The calculation puts the HOMO energy at -9.7 eV. As for the SMILES: O=C1NC(=O)N(S)[C@H]1S.

***

Energy relative to the most stable one, in hartree: *w* 0.1596; *x* 0.0000